Formula: HO2PS
Source: the OMol25 dataset
Level of theory: ωB97M-V with the def2-TZVPD basis set

Energy above the lowest of the compared OMol25 structures with the same formula, charge and spin ... 87.07 kcal/mol
Max |F| ... 2.2 eV/Å
Highest occupied orbital energy (spin up / spin down) ... -7.8 / -7.2 eV
E ... -890.48902 hartree

Element x y z (Å)
O 0.190 -0.270 0.385
O -2.629 -0.145 0.101
P 1.647 -0.723 0.183
S -1.555 0.813 0.102
H 2.348 0.325 -0.771